(one)
Formula: C48H132N12O12
Source: the OMol25 dataset
Level of theory: ωB97M-V with the def2-TZVPD basis set

Properties
Frontier orbital gap ... 8.89 eV
E_HOMO ... -0.3077 Ha
Structure (SMILES) ... COC[C@H](C)N.COC[C@H](C)N.COC[C@H](C)N.COC[C@H](C)N.COC[C@H](C)N.COC[C@H](C)N.COC[C@H](C)N.COC[C@H](C)N.COC[C@H](C)N.COC[C@H](C)N.COC[C@H](C)N.COC[C@H](C)N

Positions of all 204 atoms, in Å:
C 9.36 12.18 -11.35
O 9.00 12.05 -12.72
C 10.09 11.54 -13.50
C 9.68 11.08 -14.92
C 10.85 10.57 -15.73
N 9.18 12.24 -15.69
H 9.54 11.21 -10.87
H 8.56 12.71 -10.84
H 10.24 12.82 -11.30
H 10.95 12.22 -13.48
H 10.52 10.69 -12.96
H 8.87 10.37 -14.74
H 11.54 11.33 -16.08
H 10.50 10.14 -16.67
H 11.44 9.89 -15.11
H 8.75 12.88 -15.04
H 9.97 12.79 -15.99
C 5.27 10.83 -23.86
O 4.23 10.01 -24.23
C 4.73 8.74 -24.73
C 3.53 7.94 -25.37
C 4.01 6.63 -26.02
N 2.98 8.55 -26.57
H 4.95 11.57 -23.13
H 5.69 11.32 -24.73
H 6.10 10.35 -23.34
H 5.48 8.83 -25.51
H 5.10 8.15 -23.89
H 2.74 7.67 -24.66
H 4.45 5.91 -25.32
H 4.75 6.78 -26.81
H 3.16 6.13 -26.48
H 2.63 9.46 -26.33
H 3.77 8.73 -27.18
C 16.22 13.00 -21.43
O 15.51 12.15 -20.58
C 14.25 12.66 -20.13
C 13.70 11.68 -19.11
C 13.74 10.16 -19.62
N 12.34 12.01 -18.70
H 15.68 13.30 -22.33
H 17.10 12.45 -21.77
H 16.49 13.92 -20.91
H 14.46 13.69 -19.84
H 13.52 12.65 -20.94
H 14.32 11.73 -18.22
H 12.98 10.08 -20.40
H 13.41 9.42 -18.88
H 14.66 9.95 -20.17
H 11.88 11.91 -19.59
H 11.97 11.23 -18.18
C 12.68 6.45 -23.88
O 11.47 6.33 -23.18
C 10.97 7.64 -22.82
C 9.74 7.34 -21.87
C 8.59 6.49 -22.55
N 9.19 8.58 -21.43
H 12.64 7.12 -24.74
H 12.93 5.47 -24.28
H 13.46 6.74 -23.18
H 11.73 8.25 -22.33
H 10.46 8.18 -23.61
H 10.13 6.75 -21.04
H 7.88 6.11 -21.82
H 9.05 5.61 -23.00
H 8.01 7.13 -23.22
H 8.40 8.35 -20.84
H 8.80 9.07 -22.23
C 11.52 18.43 -17.08
O 12.52 17.40 -17.35
C 12.01 16.17 -17.78
C 11.23 15.38 -16.65
C 12.16 15.14 -15.38
N 10.79 14.18 -17.23
H 10.86 18.50 -17.94
H 11.98 19.41 -17.02
H 10.91 18.25 -16.19
H 11.48 16.32 -18.72
H 12.85 15.54 -18.06
H 10.38 15.95 -16.28
H 12.52 16.02 -14.85
H 13.11 14.62 -15.50
H 11.69 14.61 -14.56
H 10.00 14.31 -17.85
H 11.50 13.68 -17.75
C 10.10 15.99 -23.80
O 11.31 15.53 -24.35
C 11.37 14.10 -24.41
C 12.55 13.64 -25.20
C 12.40 12.27 -25.86
N 13.75 13.65 -24.33
H 9.29 15.69 -24.46
H 10.16 17.06 -23.64
H 9.77 15.58 -22.85
H 11.35 13.79 -23.37
H 10.47 13.69 -24.88
H 12.71 14.27 -26.08
H 13.28 11.91 -26.39
H 11.54 12.31 -26.52
H 12.27 11.50 -25.10
H 14.60 13.40 -24.81
H 13.94 14.57 -23.96
C 6.05 14.20 -19.18
O 6.36 15.62 -19.07
C 7.06 15.86 -17.87
C 7.38 17.42 -17.76
C 8.10 17.95 -19.00
N 8.14 17.69 -16.57
H 6.93 13.64 -19.48
H 5.28 14.09 -19.95
H 5.59 13.70 -18.33
H 6.33 15.54 -17.13
H 7.97 15.27 -17.71
H 6.40 17.89 -17.70
H 7.50 17.98 -19.90
H 8.97 17.32 -19.22
H 8.56 18.92 -18.80
H 7.60 17.21 -15.87
H 8.02 18.69 -16.42
C 6.51 14.43 -22.49
O 6.73 15.54 -23.36
C 6.48 16.90 -22.87
C 6.32 17.94 -23.92
C 7.59 18.28 -24.67
N 5.93 19.22 -23.29
H 7.19 14.52 -21.64
H 6.81 13.50 -22.96
H 5.47 14.31 -22.19
H 5.56 16.78 -22.29
H 7.24 17.17 -22.14
H 5.61 17.60 -24.68
H 8.41 18.66 -24.06
H 7.40 19.01 -25.45
H 7.95 17.36 -25.13
H 5.27 18.98 -22.57
H 6.67 19.63 -22.73
C 10.52 9.03 -27.26
O 9.14 9.03 -27.51
C 8.75 9.95 -28.54
C 8.58 9.17 -29.90
C 8.18 10.13 -31.07
N 7.46 8.26 -29.88
H 10.79 9.95 -26.73
H 11.07 9.14 -28.19
H 10.76 8.11 -26.72
H 7.75 10.18 -28.18
H 9.36 10.85 -28.51
H 9.53 8.70 -30.14
H 7.40 10.87 -30.88
H 7.99 9.59 -32.00
H 9.06 10.75 -31.26
H 7.47 7.81 -30.79
H 7.69 7.53 -29.23
C 5.46 7.73 -21.19
O 6.54 8.23 -20.38
C 6.23 9.30 -19.48
C 7.33 9.64 -18.48
C 7.31 8.85 -17.19
N 7.39 11.05 -18.05
H 4.71 7.21 -20.59
H 5.85 7.08 -21.97
H 4.94 8.57 -21.64
H 5.92 10.22 -19.97
H 5.35 9.02 -18.90
H 8.24 9.45 -19.05
H 6.47 9.05 -16.52
H 8.17 9.04 -16.56
H 7.28 7.78 -17.38
H 8.18 11.08 -17.43
H 6.64 11.30 -17.43
C 8.60 10.79 -24.42
O 8.55 10.89 -22.98
C 9.24 12.02 -22.48
C 9.04 12.06 -20.94
C 9.49 13.39 -20.39
N 9.91 11.08 -20.31
H 9.62 10.74 -24.82
H 8.18 11.66 -24.91
H 8.07 9.90 -24.76
H 10.30 12.07 -22.75
H 8.82 12.82 -23.08
H 7.97 11.89 -20.85
H 10.48 13.66 -20.73
H 9.36 13.40 -19.31
H 8.88 14.21 -20.77
H 9.62 10.88 -19.36
H 9.83 10.28 -20.92
C 8.08 2.08 -28.66
O 8.69 3.33 -28.24
C 7.83 4.17 -27.51
C 8.59 5.46 -27.09
C 7.70 6.39 -26.21
N 8.97 6.26 -28.25
H 8.75 1.60 -29.38
H 7.16 2.18 -29.23
H 7.98 1.47 -27.76
H 6.98 4.44 -28.13
H 7.46 3.66 -26.62
H 9.48 5.16 -26.54
H 6.89 6.79 -26.81
H 8.26 7.29 -25.95
H 7.38 5.95 -25.27
H 9.89 5.96 -28.55
H 9.19 7.21 -28.00

(two)
Formula: C48H132N12O12
Source: the OMol25 dataset
Level of theory: ωB97M-V with the def2-TZVPD basis set

Properties
Frontier orbital gap ... 8.71 eV
E_HOMO ... -0.3003 Ha

Positions of all 204 atoms, in Å:
C 5.15 -0.93 -3.71
C 5.52 -0.27 -2.39
C 5.69 1.22 -2.53
O 6.90 1.52 -3.21
C 7.16 2.91 -3.16
N 4.52 -0.64 -1.41
H 4.24 -0.46 -4.08
H 4.86 -1.98 -3.56
H 5.94 -0.99 -4.45
H 6.46 -0.64 -1.95
H 5.63 1.76 -1.58
H 4.85 1.66 -3.08
H 6.36 3.55 -3.53
H 7.99 3.13 -3.85
H 7.48 3.18 -2.15
H 4.78 -0.40 -0.45
H 4.40 -1.66 -1.37
C -1.17 -2.53 -5.84
C -1.34 -2.61 -4.32
C -1.83 -3.92 -3.71
O -2.33 -3.59 -2.44
C -2.88 -4.74 -1.79
N -0.06 -2.16 -3.77
H -2.10 -2.66 -6.39
H -0.43 -3.26 -6.17
H -0.82 -1.54 -6.15
H -2.10 -1.87 -4.03
H -1.02 -4.67 -3.66
H -2.59 -4.42 -4.32
H -3.04 -4.43 -0.76
H -2.12 -5.53 -1.72
H -3.76 -5.16 -2.28
H 0.12 -1.23 -4.14
H -0.19 -2.05 -2.76
C 3.02 4.73 -0.24
C 2.85 6.22 -0.01
C 3.00 7.07 -1.22
O 4.34 7.06 -1.66
C 4.61 7.86 -2.79
N 1.54 6.45 0.63
H 2.15 4.29 -0.74
H 3.36 4.15 0.61
H 3.74 4.62 -1.06
H 3.50 6.48 0.83
H 2.60 8.07 -1.01
H 2.26 6.82 -2.00
H 4.04 7.65 -3.70
H 5.65 7.63 -2.99
H 4.55 8.93 -2.58
H 0.77 6.18 0.04
H 1.46 5.99 1.53
C -6.24 -3.50 2.52
C -6.28 -3.58 0.97
C -4.90 -3.18 0.43
O -4.46 -1.87 0.75
C -5.29 -0.79 0.34
N -6.53 -4.96 0.55
H -6.84 -4.29 2.97
H -6.54 -2.53 2.92
H -5.20 -3.64 2.81
H -7.08 -2.97 0.55
H -4.92 -3.26 -0.66
H -4.08 -3.78 0.84
H -5.50 -0.89 -0.73
H -4.78 0.15 0.52
H -6.26 -0.84 0.84
H -7.50 -5.26 0.62
H -6.09 -5.65 1.14
C -6.28 1.41 -3.28
C -5.12 2.40 -3.44
C -3.91 1.99 -2.60
O -4.08 2.35 -1.25
C -3.03 1.85 -0.44
N -4.71 2.53 -4.83
H -6.62 1.31 -2.25
H -6.08 0.42 -3.70
H -7.07 1.79 -3.94
H -5.52 3.36 -3.11
H -3.01 2.54 -2.93
H -3.57 0.96 -2.82
H -2.09 2.33 -0.76
H -2.90 0.77 -0.45
H -3.16 2.25 0.57
H -5.51 2.71 -5.43
H -4.31 1.70 -5.25
C 4.74 -1.79 3.29
C 3.67 -0.69 3.36
C 3.21 -0.30 1.97
O 4.26 0.39 1.26
C 4.34 1.79 1.40
N 2.58 -1.11 4.21
H 5.10 -1.94 4.32
H 5.61 -1.42 2.75
H 4.34 -2.75 2.96
H 4.19 0.17 3.78
H 2.36 0.39 2.03
H 2.97 -1.15 1.33
H 3.31 2.15 1.30
H 5.00 2.24 0.66
H 4.64 2.00 2.43
H 1.84 -0.41 4.29
H 2.18 -1.99 3.90
C -0.37 2.09 -4.44
C 0.88 1.98 -5.34
C 2.02 2.79 -4.75
O 1.68 4.11 -4.34
C 2.73 4.79 -3.73
N 1.21 0.55 -5.31
H -1.21 1.66 -4.99
H -0.62 3.13 -4.25
H -0.31 1.55 -3.50
H 0.61 2.24 -6.37
H 2.90 2.78 -5.40
H 2.30 2.26 -3.83
H 2.34 5.77 -3.42
H 3.68 4.94 -4.26
H 3.01 4.39 -2.75
H 1.94 0.27 -5.96
H 1.39 0.23 -4.37
C -4.06 -3.39 6.15
C -3.60 -4.41 5.10
C -2.55 -3.85 4.15
O -3.14 -2.89 3.29
C -2.55 -2.77 2.04
N -3.03 -5.54 5.83
H -4.26 -2.38 5.79
H -3.43 -3.19 7.02
H -5.01 -3.76 6.55
H -4.46 -4.70 4.50
H -2.17 -4.70 3.57
H -1.72 -3.35 4.67
H -3.08 -2.13 1.33
H -2.46 -3.74 1.55
H -1.52 -2.39 2.14
H -2.15 -5.27 6.25
H -3.56 -5.70 6.68
C 1.47 2.98 5.18
C 1.39 2.77 3.65
C 0.23 1.90 3.25
O 0.27 0.67 3.94
C -0.81 -0.15 3.59
N 1.34 4.07 2.97
H 2.25 3.69 5.46
H 1.68 2.07 5.74
H 0.52 3.39 5.54
H 2.38 2.37 3.40
H 0.30 1.72 2.17
H -0.74 2.42 3.35
H -0.82 -0.39 2.52
H -1.80 0.25 3.83
H -0.76 -1.10 4.14
H 0.40 4.45 2.94
H 1.90 4.72 3.50
C 1.55 -3.68 -1.11
C 2.52 -3.59 -2.28
C 3.90 -4.13 -1.88
O 4.40 -3.40 -0.79
C 5.68 -3.81 -0.36
N 1.99 -4.31 -3.42
H 0.54 -3.44 -1.42
H 1.81 -2.95 -0.33
H 1.70 -4.63 -0.60
H 2.66 -2.53 -2.51
H 4.58 -4.21 -2.74
H 3.74 -5.18 -1.61
H 6.47 -3.77 -1.12
H 5.62 -4.85 0.00
H 5.98 -3.21 0.49
H 1.11 -3.92 -3.76
H 2.62 -4.16 -4.21
C 1.27 1.55 -0.46
C 1.10 0.08 -0.80
C -0.36 -0.30 -0.70
O -0.44 -1.71 -0.50
C -1.68 -2.18 0.04
N 1.49 -0.18 -2.19
H 0.91 1.65 0.56
H 0.81 2.21 -1.20
H 2.33 1.80 -0.42
H 1.78 -0.50 -0.17
H -0.92 0.06 -1.56
H -0.76 0.22 0.18
H -1.60 -3.23 0.32
H -2.49 -2.08 -0.69
H -1.81 -1.61 0.96
H 2.50 -0.20 -2.28
H 1.19 -1.14 -2.35
C -2.57 1.00 3.16
C -3.10 0.01 4.20
C -3.58 0.76 5.46
O -2.43 1.34 6.04
C -2.70 1.72 7.39
N -4.26 -0.65 3.54
H -3.39 1.68 2.91
H -2.22 0.56 2.22
H -1.77 1.62 3.57
H -2.34 -0.72 4.53
H -4.13 0.04 6.07
H -4.32 1.52 5.19
H -3.28 2.65 7.43
H -1.76 2.08 7.81
H -3.12 0.88 7.94
H -3.76 -1.24 2.88
H -4.71 -1.28 4.21

(three)
Formula: C48H132N12O12
Source: the OMol25 dataset
Level of theory: ωB97M-V with the def2-TZVPD basis set

Properties
Frontier orbital gap ... 9.08 eV
E_HOMO ... -0.3327 Ha
Structure (SMILES) ... COC[C@H](C)N.COC[C@H](C)N.COC[C@H](C)N.COC[C@H](C)N.COC[C@H](C)N.COC[C@H](C)N.COC[C@H](C)N.COC[C@H](C)N.COC[C@H](C)N.COC[C@H](C)N.COC[C@H](C)N.COC[C@H](C)N

Positions of all 204 atoms, in Å:
C -3.50 -6.42 -5.77
O -2.14 -6.36 -6.29
C -2.12 -6.53 -7.72
C -0.71 -6.49 -8.21
C -0.17 -5.02 -8.28
N -0.39 -7.19 -9.43
H -3.58 -6.21 -4.70
H -4.02 -7.37 -5.95
H -4.15 -5.67 -6.22
H -2.45 -7.55 -7.92
H -2.81 -5.92 -8.30
H -0.13 -7.00 -7.44
H 0.87 -4.87 -8.56
H -0.09 -4.64 -7.27
H -0.82 -4.34 -8.83
H -0.75 -8.12 -9.27
H 0.58 -7.40 -9.24
C -5.24 -6.53 2.56
O -6.17 -5.48 2.39
C -7.03 -5.18 3.48
C -7.99 -4.04 3.08
C -7.32 -2.71 2.71
N -8.95 -3.76 4.15
H -5.71 -7.51 2.70
H -4.56 -6.29 3.38
H -4.51 -6.55 1.75
H -7.63 -5.99 3.89
H -6.39 -4.73 4.24
H -8.60 -4.35 2.24
H -7.02 -2.19 3.62
H -7.99 -2.07 2.14
H -6.43 -2.84 2.10
H -9.35 -2.84 4.01
H -8.43 -3.67 5.01
C 8.18 0.65 -5.34
O 7.16 -0.30 -4.80
C 6.88 -1.54 -5.48
C 5.77 -2.36 -4.70
C 6.00 -2.50 -3.19
N 5.77 -3.79 -5.12
H 9.22 0.36 -5.18
H 7.97 1.66 -5.00
H 7.91 0.74 -6.39
H 6.57 -1.41 -6.51
H 7.77 -2.16 -5.58
H 4.81 -1.84 -4.74
H 5.22 -3.09 -2.72
H 5.84 -1.49 -2.82
H 7.00 -2.88 -2.96
H 4.95 -4.15 -4.64
H 6.50 -4.32 -4.68
C 0.32 -3.80 6.07
O 1.58 -3.34 5.54
C 2.65 -3.87 6.26
C 3.93 -3.18 5.97
C 4.50 -3.24 4.54
N 4.95 -3.75 6.87
H 0.01 -3.28 6.98
H 0.29 -4.86 6.30
H -0.49 -3.59 5.36
H 2.43 -3.73 7.32
H 2.74 -4.93 6.03
H 3.74 -2.10 6.03
H 3.87 -2.71 3.82
H 4.70 -4.21 4.08
H 5.45 -2.71 4.44
H 5.10 -3.17 7.68
H 5.86 -3.85 6.43
C -6.45 -0.46 -5.43
O -6.06 0.04 -6.70
C -5.49 1.38 -6.58
C -4.63 1.63 -7.88
C -3.39 0.72 -7.96
N -4.05 2.92 -7.82
H -6.92 -1.42 -5.63
H -7.19 0.18 -4.94
H -5.59 -0.65 -4.78
H -6.27 2.14 -6.52
H -4.88 1.47 -5.68
H -5.26 1.57 -8.76
H -3.80 -0.29 -7.98
H -2.79 0.84 -7.07
H -2.77 0.91 -8.84
H -3.42 3.14 -8.58
H -4.67 3.71 -7.85
C -0.08 10.80 -6.23
O 0.62 9.52 -6.09
C -0.20 8.45 -5.65
C 0.54 7.13 -5.32
C 1.16 6.48 -6.56
N -0.40 6.15 -4.81
H -0.49 11.07 -5.26
H -0.94 10.72 -6.89
H 0.63 11.46 -6.71
H -0.70 8.76 -4.73
H -0.97 8.07 -6.32
H 1.34 7.41 -4.63
H 1.65 5.56 -6.26
H 1.95 7.17 -6.89
H 0.44 6.31 -7.36
H 0.16 5.31 -4.70
H -1.10 6.06 -5.53
C 3.99 -10.14 1.87
O 2.96 -10.08 0.81
C 2.90 -8.80 0.08
C 1.74 -8.75 -0.94
C 1.93 -9.80 -2.01
N 1.67 -7.50 -1.66
H 3.59 -10.31 2.87
H 4.57 -9.21 1.89
H 4.64 -11.00 1.70
H 2.69 -8.07 0.86
H 3.82 -8.56 -0.45
H 0.77 -8.88 -0.46
H 1.28 -9.74 -2.88
H 1.89 -10.82 -1.61
H 2.95 -9.67 -2.38
H 0.93 -7.50 -2.35
H 1.36 -6.74 -1.07
C 1.54 6.39 5.16
O 1.68 7.07 6.42
C 3.04 7.36 6.72
C 3.90 6.19 7.31
C 3.32 5.75 8.67
N 5.23 6.71 7.58
H 1.91 5.37 5.29
H 2.16 6.73 4.33
H 0.47 6.41 4.98
H 3.57 7.82 5.90
H 3.07 8.22 7.39
H 3.86 5.39 6.57
H 3.84 4.88 9.09
H 2.29 5.45 8.50
H 3.37 6.54 9.42
H 5.12 7.43 8.28
H 5.70 5.94 8.04
C -8.61 6.39 -1.93
O -7.78 5.51 -1.08
C -6.42 5.96 -1.09
C -5.43 5.02 -0.48
C -5.70 4.82 1.00
N -4.09 5.60 -0.52
H -8.56 7.42 -1.58
H -9.64 6.05 -1.83
H -8.29 6.44 -2.97
H -6.07 6.09 -2.11
H -6.32 6.97 -0.70
H -5.42 4.12 -1.10
H -6.70 4.39 1.14
H -5.73 5.74 1.58
H -5.00 4.09 1.40
H -3.36 5.04 -0.11
H -3.73 5.66 -1.46
C 1.75 1.98 -0.36
O 0.33 1.74 0.02
C 0.14 0.39 0.40
C 0.49 -0.77 -0.51
C -0.05 -0.61 -1.96
N 0.08 -2.04 -0.02
H 2.43 1.69 0.43
H 1.71 3.04 -0.62
H 2.10 1.43 -1.23
H 0.51 0.23 1.41
H -0.94 0.34 0.51
H 1.57 -0.79 -0.61
H 0.21 -1.48 -2.57
H 0.53 0.21 -2.38
H -1.13 -0.49 -1.93
H -0.92 -2.15 0.06
H 0.35 -2.10 0.95
C -2.90 1.23 7.72
O -3.68 0.53 8.66
C -4.95 0.18 8.23
C -5.79 -0.43 9.43
C -5.02 -1.57 10.04
N -7.07 -0.94 8.98
H -1.83 1.20 7.93
H -3.30 2.22 7.54
H -3.03 0.78 6.73
H -5.50 1.01 7.78
H -4.74 -0.63 7.53
H -6.04 0.36 10.13
H -5.61 -2.08 10.80
H -4.06 -1.31 10.48
H -4.73 -2.29 9.27
H -7.39 -0.07 8.56
H -7.75 -1.13 9.70
C 9.27 1.85 1.82
O 9.87 3.13 1.79
C 9.13 4.20 1.19
C 8.02 4.84 2.08
C 7.36 6.04 1.40
N 8.64 5.24 3.29
H 8.91 1.50 0.85
H 8.37 1.89 2.43
H 9.92 1.22 2.42
H 9.89 4.91 0.87
H 8.67 3.73 0.32
H 7.28 4.05 2.24
H 6.41 6.13 1.92
H 7.15 5.71 0.38
H 7.91 6.97 1.28
H 7.94 5.40 4.00
H 9.19 4.42 3.52

Which one sits at the bottom of the stability order? (two) does.